{
  "formula": "C5H9ClN",
  "method": "wB97M-V/def2-TZVPD",
  "species": ["C", "C", "C", "C", "C", "N", "Cl", "H", "H", "H", "H", "H", "H", "H", "H", "H"],
  "positions_angstrom": [[-1.5977, -1.3875, 0.0171], [-2.2585, -0.2424, -0.1668], [-0.1819, -1.3001, -0.3888], [-1.2579, 0.6545, -0.9580], [0.4714, 0.6665, 0.9035], [0.0682, 0.2015, -0.5052], [-3.7167, 0.4241, 0.3266], [-1.9046, -2.2159, 0.6157], [0.5979, -1.6504, 0.2432], [-0.0501, -1.6407, -1.3671], [-1.1845, 0.5297, -2.1041], [-1.4766, 1.8162, -0.8793], [-0.5259, 0.3727, 1.5742], [1.3551, 0.1440, 1.2600], [0.5549, 1.7949, 0.8646], [0.8158, 0.4938, -1.1026]],
  "forces_ev_per_angstrom": [[3.434, -7.747, 2.251], [-2.164, 9.144, -3.366], [0.109, 1.538, 0.252], [-2.196, 2.825, -1.487], [-3.766, 0.865, 0.730], [0.209, -0.119, 2.823], [0.577, -0.762, 0.230], [-0.280, -0.394, 0.139], [0.325, -0.924, 0.606], [0.317, -1.057, -1.704], [-0.614, -0.320, 1.486], [0.718, -2.360, 0.337], [2.860, 0.858, -1.496], [-0.039, 0.111, -0.181], [0.114, -1.423, 0.256], [0.395, -0.234, -0.873]],
  "lowdin_charge": [-0.08, -0.70, -0.08, -0.14, 0.04, -0.15, 0.82, 0.13, 0.13, 0.13, 0.16, 0.17, 0.18, 0.10, 0.12, 0.18],
  "gap_ha": [0.2547, 0.3207],
  "s_squared": 2.007,
  "total_charge": 1,
  "energy_ha": -710.4055,
  "multiplicity": 3,
  "fmax_ev_per_a": 9.98
}

{
  "formula": "C7H11N2O2",
  "method": "wB97M-V/def2-TZVPD",
  "species": ["C", "C", "C", "C", "N", "N", "H", "H", "H", "H", "H", "H", "C", "C", "C", "O", "O", "H", "H", "H", "H", "H"],
  "positions_angstrom": [[-0.3659, 0.1555, -3.3272], [0.5350, -0.9688, -1.0257], [-0.2081, -0.7385, -2.1688], [-1.1250, -2.4753, -1.0782], [-0.0859, -2.0158, -0.3302], [-1.2151, -1.7235, -2.2125], [1.4227, -0.6551, -0.5525], [-0.1503, -2.0478, 0.6811], [-1.2824, 0.6499, -3.2772], [-0.5781, -0.4043, -4.2802], [-1.6771, -3.2308, -0.7167], [0.5331, 0.7322, -3.4398], [0.3950, 1.7690, 1.8365], [1.4620, 1.0598, 2.6438], [-0.9447, 1.0243, 1.8940], [-0.7842, -0.1541, 1.5013], [-2.0327, 1.5925, 2.1339], [0.1873, 2.6640, 2.3852], [0.7164, 2.0431, 0.8117], [2.0018, 1.8884, 3.1414], [2.1693, 0.4847, 1.9989], [1.0270, 0.3506, 3.3813]],
  "forces_ev_per_angstrom": [[1.692, -1.221, -1.357], [-1.465, -0.675, -0.042], [-1.322, -3.040, 0.989], [2.984, 5.351, -2.767], [-0.131, -0.158, -1.092], [-0.297, -1.764, 2.058], [0.647, 1.148, 0.035], [0.436, 0.349, -0.009], [-1.167, 1.664, 0.703], [0.854, -0.046, 0.884], [-2.286, -2.435, 0.699], [0.014, 0.955, -0.358], [-0.815, 0.666, 0.737], [0.928, -0.277, -0.166], [-0.463, -0.247, -1.919], [-0.267, -1.333, 0.442], [0.831, 0.222, 0.448], [0.010, 1.131, -0.001], [-0.350, -0.376, 0.457], [0.289, -0.826, 0.118], [-0.426, 0.332, 0.560], [0.304, 0.581, -0.420]],
  "lowdin_charge": [-0.08, -0.06, -0.34, -0.16, 0.02, 0.06, 0.09, 0.12, 0.05, 0.08, 0.07, 0.06, -0.22, -0.14, -0.75, -0.10, -0.07, 0.07, 0.11, 0.06, 0.06, 0.08],
  "gap_ha": 0.2909,
  "total_charge": -1,
  "relative_energy_kcal_mol": 40.7,
  "energy_ha": -533.3500,
  "fmax_ev_per_a": 6.72
}

{
  "formula": "C6H9N",
  "method": "wB97M-V/def2-TZVPD",
  "species": ["C", "N", "C", "C", "C", "C", "C", "H", "H", "H", "H", "H", "H", "H", "H", "H"],
  "positions_angstrom": [[2.0520, -0.1196, 0.0524], [0.6627, -0.4717, -0.2674], [-0.2388, -0.0596, 0.8594], [-0.6255, 1.2372, 0.1351], [-0.6028, 0.3075, -1.0728], [-1.6182, -0.7644, -0.7408], [-1.3605, -1.0276, 0.5430], [2.2945, -0.7201, 0.9508], [2.7581, -0.4514, -0.7136], [2.2662, 0.9264, 0.3281], [0.1907, -0.0280, 1.8627], [0.2063, 1.9457, 0.0651], [-1.5514, 1.7541, 0.4112], [-0.6243, 0.7067, -2.0973], [-2.2123, -1.3322, -1.4484], [-1.5966, -1.9033, 1.1326]],
  "forces_ev_per_angstrom": [[0.036, 0.180, -0.210], [-0.089, 0.026, -0.100], [-0.045, -0.108, 0.445], [-0.006, 0.098, 0.129], [0.372, -0.085, -0.118], [0.139, -0.121, 0.113], [-0.198, -0.012, -0.018], [-0.188, 0.208, -0.367], [-0.245, 0.183, -0.115], [-0.122, 0.023, -0.216], [-0.025, -0.190, -0.116], [-0.089, -0.089, 0.274], [0.051, -0.182, -0.165], [0.670, -0.350, 0.319], [0.091, 0.183, 0.106], [-0.351, 0.236, 0.040]],
  "lowdin_charge": [-0.12, -0.09, -0.32, -0.11, -0.16, -0.07, -0.04, 0.09, 0.07, 0.07, 0.14, 0.10, 0.11, 0.13, 0.10, 0.10],
  "gap_ha": 0.3481,
  "relative_energy_kcal_mol": 86.9,
  "energy_ha": -288.6435,
  "fmax_ev_per_a": 0.82
}

{
  "formula": "C5H6ClNOS",
  "method": "wB97M-V/def2-TZVPD",
  "species": ["C", "C", "C", "C", "C", "H", "H", "H", "H", "H", "H", "N", "O", "S", "Cl"],
  "positions_angstrom": [[-2.2397, -0.2912, 0.2681], [-1.0140, -1.1127, -0.1983], [2.5904, 0.1256, -0.0520], [1.8824, 1.2085, -0.0567], [0.4363, 0.9904, -0.0828], [-2.0639, 0.1271, 1.0890], [-2.4909, 0.5991, -0.4817], [-3.1393, -0.8568, 0.1644], [-1.2432, -1.2093, -0.9949], [-0.6428, -2.0793, 0.3487], [2.2340, 2.2936, 0.1877], [0.2088, -0.3059, -0.0191], [-0.4446, 1.8608, -0.1389], [1.6189, -1.3277, -0.0766], [4.3076, -0.0223, 0.0431]],
  "forces_ev_per_angstrom": [[-1.242, -1.490, -7.776], [4.645, 2.706, 18.378], [1.533, -2.133, 0.011], [-0.295, 4.808, 1.165], [-0.895, 2.736, -0.294], [0.799, 3.244, 7.172], [1.166, -1.923, 1.329], [-0.519, -0.785, 0.672], [-3.673, -3.146, -18.354], [-1.954, 1.385, -0.844], [-0.422, -2.283, -0.908], [0.308, -3.630, -0.548], [1.094, -0.603, 0.053], [-0.180, 1.110, -0.044], [-0.366, 0.003, -0.013]],
  "lowdin_charge": [-0.03, -0.17, -1.01, -0.11, -0.55, -0.01, 0.14, 0.07, -0.05, 0.14, 0.17, -0.29, 0.03, 1.03, 0.65],
  "gap_ha": 0.3430,
  "smiles": "CCn1sc(Cl)cc1=O",
  "relative_energy_kcal_mol": 57.9,
  "energy_ha": -1182.3597,
  "fmax_ev_per_a": 19.15
}

{
  "formula": "C9H9BrO",
  "method": "wB97M-V/def2-TZVPD",
  "species": ["C", "C", "C", "C", "C", "C", "C", "C", "C", "O", "Br", "H", "H", "H", "H", "H", "H", "H", "H", "H"],
  "positions_angstrom": [[1.2412, -2.6188, 0.3593], [0.1629, -1.1264, -1.3900], [-1.0677, 0.0523, 1.0759], [0.8233, -2.8515, 1.6183], [0.4779, -1.5020, -0.1777], [-0.2629, -1.0227, 1.0171], [-1.0025, 0.9706, -0.1185], [-1.2541, 0.2227, -1.3197], [0.2616, 1.9062, -0.2326], [-0.0780, -1.9578, 2.0550], [-2.7331, -0.9081, -1.3994], [2.1092, -3.1756, -0.1187], [0.3870, -1.5145, -2.3153], [-1.7480, 0.1178, 1.8062], [1.2392, -3.5546, 2.3459], [-2.0081, 1.7208, -0.1569], [-1.2026, 0.9188, -2.1583], [0.2595, 2.6053, 0.5197], [0.0807, 2.5869, -1.0438], [1.1125, 1.3116, -0.4593]],
  "forces_ev_per_angstrom": [[1.799, -1.676, -0.236], [-3.470, 4.289, 0.948], [3.249, -1.331, -2.322], [1.526, -0.093, -0.872], [0.047, -0.542, 1.541], [-0.411, 0.436, 0.134], [-2.851, 3.150, 1.580], [4.519, -2.944, -2.387], [-2.503, -1.541, -1.794], [-1.080, 1.083, -0.021], [-1.346, -0.291, -0.112], [-1.570, 0.799, 0.548], [0.685, -0.759, -1.817], [-2.212, 0.751, 2.826], [-0.520, 0.282, -0.277], [2.505, -1.641, 0.786], [-0.018, -0.675, -0.355], [0.679, 0.884, 2.549], [-0.035, -0.007, -1.101], [1.009, -0.171, 0.381]],
  "lowdin_charge": [-0.03, 0.07, 0.00, -0.12, -0.25, -0.19, -0.45, -0.68, -0.02, 0.03, 0.78, 0.13, 0.06, 0.08, 0.13, 0.19, 0.08, 0.05, 0.07, 0.07],
  "gap_ha": 0.3080,
  "relative_energy_kcal_mol": 50.5,
  "energy_ha": -2997.4514,
  "fmax_ev_per_a": 5.90
}

{
  "formula": "C3H6NOS",
  "method": "wB97M-V/def2-TZVPD",
  "species": ["C", "C", "C", "N", "O", "S", "H", "H", "H", "H", "H", "H"],
  "positions_angstrom": [[1.2657, 0.9680, -0.2239], [2.3561, 0.1109, 0.2827], [-1.0981, 0.1452, 0.1616], [-2.3095, -0.7497, 0.0950], [2.2256, -1.0861, 0.2322], [0.0082, -0.2060, -0.9798], [0.8146, 1.4413, 0.6063], [1.3897, 1.7492, -0.8164], [3.1164, 0.7719, 0.6273], [-2.2788, -1.7069, -0.4680], [-2.9834, -0.3802, -0.5137], [-2.5066, -1.0577, 0.9965]],
  "forces_ev_per_angstrom": [[-1.938, -3.598, 0.923], [-1.178, -0.362, -1.368], [-0.241, -0.296, 0.254], [2.432, -3.484, -3.692], [1.025, 0.429, 0.576], [0.392, 0.950, 0.916], [-0.985, 0.119, 1.281], [1.498, 3.165, -3.275], [1.751, -0.337, 0.972], [0.894, 1.555, 1.187], [-2.196, 1.743, 0.064], [-1.454, 0.115, 2.163]],
  "lowdin_charge": [-0.30, -0.27, -0.35, 0.07, 0.04, 1.09, 0.08, 0.05, 0.13, 0.21, 0.13, 0.12],
  "gap_ha": 0.3274,
  "total_charge": 1,
  "relative_energy_kcal_mol": 84.1,
  "energy_ha": -645.6772,
  "fmax_ev_per_a": 5.63
}

{
  "formula": "C4H5NO",
  "method": "wB97M-V/def2-TZVPD",
  "species": ["N", "C", "C", "C", "O", "C", "H", "H", "H", "H", "H"],
  "positions_angstrom": [[1.1045, 0.3525, 1.0206], [0.1532, 1.0416, 0.1925], [0.9925, -0.0407, -0.3750], [-0.2965, -0.8883, -0.6390], [-0.8688, -1.1509, 0.6276], [-1.1183, 0.1222, 0.0001], [0.6023, -0.3043, 1.6193], [0.2181, 2.1158, 0.0401], [1.8869, -0.0382, -0.9862], [-0.4974, -1.5453, -1.4781], [-2.1763, 0.3358, -0.0218]],
  "forces_ev_per_angstrom": [[0.066, -0.109, 0.172], [-0.095, 0.241, 0.075], [0.251, -0.070, -0.270], [0.030, -0.206, -0.158], [-0.042, -0.129, 0.198], [-0.265, 0.036, 0.107], [0.282, -0.015, -0.035], [-0.182, -0.254, 0.120], [-0.220, 0.150, -0.009], [0.054, -0.017, 0.227], [0.120, 0.373, -0.427]],
  "lowdin_charge": [0.07, -0.18, -0.18, -0.18, -0.03, -0.14, 0.10, 0.13, 0.13, 0.14, 0.14],
  "gap_ha": 0.3883,
  "smiles": "N1[C@@H]2[C@H]1[C@@H]1O[C@H]21",
  "relative_energy_kcal_mol": 91.7,
  "energy_ha": -285.2684,
  "fmax_ev_per_a": 0.58
}

{
  "formula": "C10H12ClNO3",
  "method": "wB97M-V/def2-TZVPD",
  "species": ["C", "C", "C", "C", "C", "C", "C", "C", "C", "C", "N", "O", "O", "O", "Cl", "H", "H", "H", "H", "H", "H", "H", "H", "H", "H", "H", "H"],
  "positions_angstrom": [[2.8679, -1.6488, -1.7072], [1.6114, -1.4163, -2.1489], [3.3621, -1.2627, -0.4775], [0.8641, -0.5119, -1.3536], [2.6098, -0.3798, 0.3216], [1.4384, 0.1076, -0.2820], [-1.4775, 0.8819, -0.0554], [-2.8106, -0.4084, 2.6008], [-2.3333, -0.9448, 1.2020], [-0.2670, 1.7776, -0.1022], [-0.1110, 2.3605, -1.3801], [-2.4505, 1.1576, -0.6830], [0.8900, 1.2119, 0.4338], [-1.2547, -0.1316, 0.7620], [-0.8022, 2.9720, 1.3630], [3.3895, -2.3529, -2.4257], [1.3020, -1.7348, -3.0824], [4.3293, -1.4196, -0.0252], [-0.0998, -0.2289, -1.6171], [2.7468, 0.1059, 1.2102], [-2.0922, -0.6545, 3.3601], [-3.0346, 0.6062, 2.4088], [-3.5975, -0.9682, 2.8384], [-3.0790, -1.0614, 0.4973], [-1.7526, -1.8461, 1.2439], [-1.0048, 2.8476, -1.5342], [0.7558, 2.9422, -1.3675]],
  "forces_ev_per_angstrom": [[1.984, -2.965, -1.786], [-0.669, 2.665, 2.973], [-0.208, 1.755, 2.185], [0.776, -0.419, -1.004], [-1.619, -0.563, -4.246], [0.175, 0.032, 1.700], [0.544, 0.009, 0.546], [3.171, -0.362, -2.980], [1.915, 0.023, 2.615], [0.901, 0.081, 0.736], [0.276, 0.591, 1.718], [-1.176, -0.296, -0.383], [-0.201, -0.549, -1.315], [-0.029, 1.155, -0.553], [0.447, -0.335, -0.963], [0.208, 0.983, 1.346], [-0.854, -0.778, -1.482], [0.327, -0.876, -0.691], [-1.444, 0.407, -0.870], [1.518, 0.613, 2.359], [0.696, 0.647, 0.205], [-0.265, 1.182, 0.585], [-3.800, -1.871, 1.014], [-1.651, 0.207, -1.500], [-0.529, -1.110, 0.581], [0.844, 0.067, -0.544], [-1.336, -0.292, -0.246]],
  "lowdin_charge": [-0.13, -0.06, -0.06, -0.01, 0.02, -0.22, -0.60, 0.00, -0.15, -0.71, 0.13, 0.14, -0.06, -0.01, 0.56, 0.13, 0.09, 0.10, 0.09, 0.09, 0.08, 0.07, 0.02, 0.10, 0.12, 0.11, 0.14],
  "gap_ha": 0.3588,
  "smiles": "CCOC(=O)[C@@](N)(Cl)Oc1ccccc1",
  "relative_energy_kcal_mol": 0.0,
  "energy_ha": -1128.8684,
  "fmax_ev_per_a": 4.58
}

{
  "formula": "CH3NO2",
  "method": "wB97M-V/def2-TZVPD",
  "species": ["C", "N", "O", "O", "H", "H", "H"],
  "positions_angstrom": [[-0.0350, -0.0790, 0.2563], [1.7069, -0.3104, 1.8100], [1.9960, -0.1794, 2.9461], [0.4984, 0.4692, 1.4669], [-0.3079, 0.5918, -0.5015], [-0.7449, -0.7889, 0.6091], [0.7212, -0.6407, -0.1594]],
  "forces_ev_per_angstrom": [[0.337, -0.526, 2.033], [-0.529, 0.757, 1.722], [-0.659, 0.047, -2.247], [1.146, 0.012, 0.419], [-0.866, 1.435, -0.370], [-1.304, -0.262, -0.427], [1.874, -1.462, -1.130]],
  "lowdin_charge": [-0.09, -0.01, 0.06, -0.15, 0.07, 0.08, 0.04],
  "gap_ha": 0.3885,
  "smiles": "CON=O",
  "relative_energy_kcal_mol": 101.1,
  "energy_ha": -245.0180,
  "fmax_ev_per_a": 2.63
}

{
  "formula": "C4H6FNO",
  "method": "wB97M-V/def2-TZVPD",
  "species": ["C", "C", "C", "C", "N", "O", "F", "H", "H", "H", "H", "H", "H"],
  "positions_angstrom": [[-1.4427, -0.6855, -1.0088], [0.7687, 1.6930, 0.0317], [0.6670, -0.7746, 0.1275], [-0.8194, -1.1375, 0.2377], [-1.9443, -0.5789, -2.0105], [1.0296, 0.3968, -0.5020], [-1.4579, -0.5831, 1.3581], [0.4657, 1.6167, 1.0530], [-0.1048, 2.2111, -0.2737], [1.6709, 2.2417, -0.2412], [1.1846, -1.5957, -0.3314], [0.9124, -0.6051, 1.1653], [-0.9299, -2.1990, 0.3944]],
  "forces_ev_per_angstrom": [[0.366, -1.197, 2.587], [0.589, -1.069, 0.198], [-0.734, 1.070, 1.952], [0.088, 0.811, -0.214], [-1.194, 0.693, -2.664], [-0.374, 0.410, -1.973], [0.477, 0.322, -0.575], [0.996, -0.076, 1.463], [-0.941, 0.172, -1.701], [-0.276, 0.327, 0.679], [0.384, -0.265, -0.157], [0.647, -0.764, 0.807], [-0.027, -0.434, -0.402]],
  "lowdin_charge": [-0.16, -0.06, -0.19, -0.27, 0.19, -0.17, -0.01, 0.08, 0.07, 0.10, 0.14, 0.13, 0.15],
  "gap_ha": 0.4094,
  "smiles": "COC[C@@H](F)C#N",
  "relative_energy_kcal_mol": 42.4,
  "energy_ha": -385.8059,
  "fmax_ev_per_a": 3.00
}